# C6H13NS

3 unconnected molecules or ions with the total composition C6H13NS in a non-equilibrium geometry (ωB97M-V/def2-TZVPD, the OMol25 dataset).

```
! wB97M-V def2-TZVPD RIJCOSX def2/J DEFGRID3
* xyz 0 1
C 0.538 -0.321 3.156
C 2.023 -2.458 -0.414
C -0.227 2.496 0.477
C -1.096 2.980 -1.632
C -0.823 -3.062 -0.641
C -1.370 2.953 -0.165
N 1.355 -0.676 3.853
S 0.373 -1.602 -0.635
H -0.171 0.249 2.493
H 1.911 -3.418 -1.109
H 1.959 -2.624 0.638
H 2.718 -1.898 -0.915
H 0.555 1.845 0.503
H -1.453 3.866 -2.020
H -1.319 2.200 -2.336
H -0.076 3.062 -1.655
H -0.317 -4.001 -0.614
H -1.291 -2.799 0.197
H -1.328 -2.935 -1.506
H -1.671 3.766 0.528
H -0.290 2.377 1.798
*
```

LUMO in eV: 0.73
SMILES: C=CC.C#N.CSC
Calculated total energy in Ha: -689.1332
HOMO in eV: -8.62
Orbital gap in eV: 9.347
Relative energy (zero: lowest compared OMol25 entry of this formula, charge and spin) in kJ/mol: 579.59